DFT (ωB97M-V/def2-TZVPD) results for a gas-phase ion, C5H11N2S (charge +1).

```
19
Properties=species:S:1:pos:R:3:lowdin_charge:R:1
C 3.40444 1.66000 0.75056 0.002
C 2.57583 1.00645 -0.04612 -0.362
C -0.25092 -0.00673 0.31021 -0.108
C 0.82966 -1.14337 -0.13717 -0.587
C -2.54986 -0.96893 -0.37754 -0.150
N -1.81122 -0.05547 0.45611 -0.086
N 0.35815 -2.31304 -0.44432 0.174
S 2.46799 -0.90051 -0.29540 1.087
H 3.59824 2.72730 0.51092 0.104
H 4.07289 1.25236 1.42346 0.045
H 2.01532 1.62207 -0.71374 0.063
H 0.13632 0.58196 1.17118 0.119
H -0.26921 0.66418 -0.70367 0.172
H -3.54240 -0.56099 -0.62782 0.101
H -2.06432 -1.06058 -1.36244 0.094
H -2.72881 -1.90255 -0.01894 0.039
H -2.10616 -0.26139 1.38666 0.094
H 0.93537 -2.97831 -0.79550 0.088
H -0.54994 -2.60101 -0.22026 0.110
```

Calculated values
Highest occupied orbital energy (hartree): -0.486
Gap between HOMO and LUMO (hartree): 0.33161
Net charge: +1
Relative energy (zero: lowest compared OMol25 entry of this formula, charge and spin) (eV): 3.459

=====

DFT (ωB97M-V/def2-TZVPD) results for a molecular structure, C32H46Cl2O2P4Tc.

```
87
Properties=species:S:1:pos:R:3:lowdin_charge:R:1
P -3.51126 2.94845 -1.50165 1.123
C -5.05370 2.90112 -0.58302 -0.320
C -5.67831 4.07782 -0.12946 -0.070
H -5.18446 5.04178 -0.26006 0.110
C -6.93323 3.99797 0.47742 -0.050
H -7.41531 4.91271 0.82258 0.119
C -7.56259 2.75931 0.63579 -0.041
H -8.54424 2.70657 1.10650 0.121
C -6.93600 1.58939 0.19143 -0.047
H -7.42264 0.62278 0.31078 0.119
C -5.67899 1.65327 -0.41238 -0.066
H -5.18157 0.75006 -0.76486 0.112
C -2.75850 4.56595 -1.23445 -0.332
C -2.38615 4.91886 0.07750 -0.093
H -2.60442 4.23898 0.90592 0.104
C -1.75164 6.13727 0.31753 -0.055
H -1.42744 6.37942 1.33027 0.119
C -1.55397 7.04215 -0.72590 -0.052
H -1.07957 8.00553 -0.53273 0.121
C -1.97477 6.71874 -2.01657 -0.052
H -1.84513 7.42885 -2.83197 0.120
C -2.56428 5.48108 -2.28210 -0.059
H -2.90007 5.23462 -3.29341 0.117
C -3.91343 2.72058 -3.24463 -0.312
C -5.06926 3.34004 -3.76574 -0.062
H -5.69039 3.95618 -3.11408 0.117
C -5.41915 3.15505 -5.10339 -0.045
H -6.31688 3.63694 -5.49021 0.121
C -4.62849 2.35538 -5.93527 -0.040
H -4.90793 2.21725 -6.97991 0.122
C -3.48925 1.73200 -5.42109 -0.051
H -2.86716 1.10792 -6.06206 0.116
C -3.13542 1.89469 -4.07934 -0.077
H -2.26927 1.37082 -3.67494 0.103
Tc -0.14971 0.15430 0.01708 0.946
C 1.51436 1.20387 -0.68651 -0.229
C 1.30380 2.38537 -1.30645 -0.366
H 2.53317 0.81173 -0.57607 0.026
C -0.13909 2.79940 -1.46403 -0.400
O -0.38959 2.94752 -2.87674 -0.043
H -1.33426 3.13867 -3.04078 0.050
C -1.02677 1.76872 -0.84045 -0.326
H -0.31236 3.76657 -0.94698 0.124
C -2.34801 1.62404 -0.83772 -0.197
Cl 1.62462 -1.30361 0.79932 0.076
Cl -1.96364 -1.07271 1.00704 0.034
P 0.05352 1.10723 2.07954 0.631
C 0.36970 -0.04741 3.46668 -0.279
H 1.42037 -0.35388 3.45736 0.029
H -0.26591 -0.93122 3.35556 0.026
H 0.13389 0.46110 4.40870 0.058
C 1.36797 2.34629 2.31999 -0.234
H 1.20985 3.18759 1.63451 0.033
H 2.33865 1.88744 2.09959 0.052
H 1.35765 2.71063 3.35485 0.066
C -1.43718 1.97434 2.66119 -0.244
H -2.32017 1.38644 2.38887 0.025
H -1.49214 2.96364 2.19435 0.022
H -1.37953 2.07758 3.75155 0.061
P 2.55514 3.45197 -2.06615 0.889
C 4.14861 2.94994 -1.45189 -0.166
C 2.09626 5.11179 -1.55610 -0.156
H 4.36208 1.92216 -1.77250 0.077
H 4.16621 2.99477 -0.35540 0.076
H 4.91528 3.62348 -1.85503 0.077
H 1.11902 5.38106 -1.97999 0.061
H 2.85525 5.82359 -1.90541 0.076
H 2.03299 5.15454 -0.46017 0.073
C 2.44282 3.29945 -3.84415 -0.160
H 2.55773 2.24333 -4.12024 0.079
H 3.23267 3.89429 -4.31773 0.075
H 1.45203 3.64095 -4.16870 0.060
H -2.80513 0.73821 -0.39703 -0.012
C -0.86089 -2.76226 -3.59089 -0.160
P 0.04938 -2.44801 -2.08151 0.588
C -0.49125 -3.58667 -0.80939 -0.205
C 1.79846 -2.71496 -2.36884 -0.174
O -0.25056 -0.97424 -1.73987 -0.549
H -0.48339 -2.09390 -4.37367 0.063
H -1.92065 -2.54385 -3.41060 0.067
H -0.74842 -3.80663 -3.91055 0.071
H -0.32244 -4.61496 -1.15562 0.073
H 0.07720 -3.40437 0.10768 0.011
H -1.55680 -3.42738 -0.60857 0.037
H 2.35384 -2.51573 -1.44659 0.009
H 1.96502 -3.75391 -2.68398 0.073
H 2.14478 -2.03738 -3.15942 0.065
```

Calculated values
Multiplicity: 4
Highest occupied orbital energy (spin up / spin down) (hartree): -0.492 / -0.518
Gap between HOMO and LUMO (spin up / spin down) (hartree): 0.31721 / 0.29099
⟨S²⟩: 3.7842
Net charge: +2

=====

DFT (ωB97M-V/def2-TZVPD) results for a molecular structure, C56H42IMoN4O4S2Si.

```
111
Properties=species:S:1:pos:R:3:lowdin_charge:R:1
Mo 0.32482 -1.29572 -0.84799 1.119
C 1.60231 -5.45105 -2.58458 -0.017
C 1.00186 -5.42694 -1.21316 -0.263
N 0.60005 -6.54569 -0.66603 0.119
C -0.00585 -6.51107 0.55625 -0.093
C -0.20392 -5.36987 1.27743 -0.162
C -0.87962 -5.41836 2.61972 -0.191
O -2.21822 -4.88712 2.60587 -0.050
C 0.23523 -4.15449 0.72395 -0.135
C 0.18980 -2.93470 1.50011 -0.142
N 0.66247 -1.80961 1.15434 -0.098
C 1.37965 -1.16777 2.25326 -0.156
C 2.02424 -2.03115 3.15254 -0.023
C 2.81299 -1.59234 4.20279 -0.084
C 3.05161 -0.23855 4.33460 -0.071
C 2.45850 0.63850 3.44873 -0.020
C 1.58421 0.21566 2.44366 -0.278
I 3.15187 -0.65666 -1.03861 0.137
C 0.81139 -4.17067 -0.55502 -0.370
O 1.16397 -3.08285 -1.14358 -0.362
H 1.59656 -6.47376 -2.96593 0.078
H 2.62436 -5.06099 -2.57247 0.089
H 1.02351 -4.80963 -3.25185 0.069
H -0.34403 -7.46546 0.95488 0.108
H -0.26880 -4.89968 3.36384 0.111
H -0.97650 -6.45364 2.94245 0.117
H -2.24647 -4.06319 2.09666 0.051
H -0.13570 -2.99115 2.53228 0.131
H 1.95354 -3.09325 2.97401 0.112
H 3.26839 -2.30773 4.87833 0.102
H 3.70187 0.14153 5.11701 0.108
H 2.68063 1.69912 3.53545 0.096
S -1.60385 -0.12720 0.25169 0.713
C -2.76821 -1.31533 0.76233 -0.648
C -3.66067 -1.03046 1.80117 -0.056
C -4.69320 -1.89853 2.12493 -0.198
C -5.61696 -1.55439 3.19724 -0.174
N -6.35123 -1.27292 4.04048 0.149
C -4.85140 -3.08292 1.39847 -0.198
C -3.94442 -3.39475 0.38727 -0.066
C -2.88880 -2.52759 0.06644 -0.663
S -1.75265 -2.88956 -1.19237 0.775
C -5.96860 -3.98491 1.65765 -0.169
N -6.85433 -4.70718 1.82013 0.149
H -3.54841 -0.10419 2.35733 0.114
H -4.05985 -4.32105 -0.16766 0.123
C 0.34069 0.69686 -1.52999 -0.364
C 0.40713 1.64804 -2.28987 -0.129
C 0.56847 2.62605 -3.35302 -0.234
C 0.95150 2.17245 -4.62943 -0.037
C 1.12458 3.06421 -5.68323 -0.095
C 0.92327 4.42839 -5.48846 -0.112
C 0.54096 4.88975 -4.23330 -0.096
C 0.36424 4.00306 -3.17354 -0.040
H 1.11683 1.11037 -4.77311 0.107
H 1.41736 2.69392 -6.66323 0.098
H 1.06431 5.12527 -6.30916 0.093
H 0.37516 5.95206 -4.07502 0.098
H 0.06803 4.36913 -2.20147 0.105
O 0.94595 1.13238 1.69691 -0.136
Si 0.78629 2.75030 2.13306 0.640
C 0.27386 2.72743 3.94855 -0.210
C -0.71823 1.78144 4.25747 -0.078
C -1.16033 1.59625 5.56197 -0.075
C -0.61691 2.35050 6.59908 -0.095
C 0.34828 3.30964 6.31671 -0.092
C 0.78196 3.50093 5.00341 -0.084
C 2.35483 3.60726 1.62358 -0.227
C 3.21167 4.34985 2.44960 -0.094
C 4.30720 5.03285 1.91897 -0.092
C 4.56575 4.97381 0.55187 -0.091
C 3.73230 4.22775 -0.27828 -0.069
C 2.63936 3.55622 0.25180 -0.070
C -0.57332 3.78933 1.36686 -0.203
C -0.39550 5.16661 1.58699 -0.095
C -1.37878 6.09087 1.24310 -0.092
C -2.57244 5.65441 0.67194 -0.099
C -2.76041 4.29510 0.43151 -0.082
C -1.77102 3.37391 0.77268 -0.084
H -1.14903 1.17774 3.45184 0.104
H -1.92539 0.85666 5.77320 0.104
H -0.94857 2.19222 7.61957 0.098
H 0.77453 3.90599 7.11923 0.098
H 1.53043 4.26656 4.81706 0.081
H 3.03917 4.40205 3.51954 0.078
H 4.95462 5.60617 2.57588 0.096
H 5.41927 5.50100 0.13683 0.097
H 3.93789 4.16409 -1.34157 0.107
H 2.00073 2.96431 -0.41247 0.091
H 0.53542 5.52901 2.02962 0.101
H -1.21405 7.15206 1.42180 0.098
H -3.34970 6.37107 0.41270 0.097
H -3.68424 3.94504 -0.02398 0.102
H -1.93676 2.32894 0.56109 0.012
C -1.96693 -0.73043 -3.85980 -0.005
C -0.63990 -1.40175 -3.85465 -0.423
O 0.02470 -1.39010 -2.88755 -0.196
C -0.08273 -2.09358 -5.04918 -0.140
C 1.24805 -2.49465 -5.01978 -0.009
C 1.80184 -3.15082 -6.11073 -0.062
C 1.02314 -3.39958 -7.23628 -0.082
C -0.30436 -2.98850 -7.26945 -0.078
C -0.85421 -2.33068 -6.17588 -0.025
H -2.07031 -0.15609 -2.94477 0.070
H -2.75894 -1.48744 -3.89446 0.094
H -2.06076 -0.07054 -4.73288 0.100
H 1.84088 -2.27006 -4.13602 0.116
H 2.84103 -3.46508 -6.08378 0.109
H 1.45277 -3.91120 -8.09304 0.102
H -0.91134 -3.17544 -8.14905 0.102
H -1.89247 -2.01410 -6.20193 0.113
```

Calculated values
Multiplicity: 3
Highest occupied orbital energy (spin up / spin down) (hartree): -0.178 / -0.195
Gap between HOMO and LUMO (spin up / spin down) (hartree): 0.23100 / 0.24287
⟨S²⟩: 2.0302
Net charge: -1
Relative energy (zero: lowest compared OMol25 entry of this formula, charge and spin) (eV): 2.365

=====

So what do the calculations give for F_max? Going down the list: 3.98; 3.48; 3.68 eV/Å.